1.
Here is a 7-piece molecular cluster, C18H32NO21S2 overall in a non-equilibrium geometry from OMol25. Energies are from the ωB97M-V functional and the def2-TZVPD basis.

Geometry (Å):
N  23.510  -35.203  3.256
O  24.146  -34.280  3.952
O  22.781  -35.963  3.899
O  23.250  -34.898  2.045
O  20.415  -32.419  6.109
S  20.995  -32.988  7.263
O  21.301  -32.049  8.336
O  19.879  -33.987  7.878
C  18.747  -33.388  8.522
C  17.534  -34.460  8.859
C  22.180  -34.100  6.809
H  18.260  -32.833  7.799
H  18.770  -32.771  9.352
H  16.721  -34.042  9.296
H  17.856  -35.051  9.683
H  17.312  -35.126  8.259
H  23.197  -33.729  6.302
H  21.780  -34.750  6.185
H  22.512  -34.887  7.471
O  26.011  -35.809  -2.425
S  24.720  -35.315  -2.957
O  23.558  -36.092  -2.931
O  24.480  -33.974  -2.028
C  25.130  -33.983  -0.721
C  24.724  -32.724  0.192
C  24.897  -34.514  -4.494
H  26.186  -33.702  -0.713
H  24.943  -34.810  -0.130
H  23.644  -32.516  0.097
H  25.391  -31.962  -0.241
H  25.008  -32.790  1.261
H  25.632  -33.922  -4.176
H  24.064  -33.767  -4.639
H  24.909  -35.284  -5.252
C  22.455  -31.553  3.217
C  23.474  -30.829  4.153
O  22.794  -29.537  4.215
C  21.710  -29.416  3.503
O  21.023  -28.388  3.517
O  21.510  -30.567  2.891
H  22.244  -32.278  3.816
H  22.879  -31.660  2.219
H  24.443  -30.707  3.697
H  23.352  -31.310  5.181
C  20.598  -33.721  0.362
C  21.215  -34.682  -0.573
O  20.424  -35.776  -0.352
C  19.384  -35.583  0.515
O  18.416  -36.297  0.780
O  19.510  -34.306  0.926
H  20.295  -32.666  0.005
H  21.323  -33.380  1.188
H  22.342  -34.864  -0.436
H  20.929  -34.531  -1.666
C  24.144  -37.654  0.523
C  25.417  -37.595  1.359
O  25.802  -38.996  1.439
C  24.966  -39.728  0.714
O  25.126  -40.920  0.597
O  23.917  -39.098  0.131
H  24.154  -37.221  -0.451
H  23.203  -37.346  1.099
H  25.054  -37.240  2.326
H  26.280  -36.811  0.942
C  26.875  -32.828  4.440
C  27.153  -34.413  4.408
O  28.334  -34.441  5.205
C  28.734  -33.294  5.507
O  29.647  -33.040  6.322
O  28.056  -32.295  5.143
H  25.835  -32.587  5.050
H  26.789  -32.491  3.510
H  27.405  -34.725  3.461
H  26.458  -34.853  4.931

- gap between HOMO and LUMO (eV) = 8.77
- net charge = -1
- ΔE to the lowest compared entry with this formula, charge and spin (kcal per mole) = 47.69
- highest occupied orbital energy (eV) = -7.18
- E_LUMO (Eh) = 0.05835
- E_tot (Eh) = -3135.931175

=====

2.
Here is a 2-piece molecular cluster, C5H11O2 overall in a non-equilibrium geometry from OMol25. Energies are from the ωB97M-V functional and the def2-TZVPD basis.

Geometry (Å):
C  1.416  -1.662  0.614
C  2.008  -1.286  1.978
C  0.814  -3.076  0.466
H  2.232  -1.650  -0.107
H  0.664  -0.937  0.377
H  2.123  -0.198  1.988
H  1.329  -1.498  2.808
H  1.212  -3.862  1.105
H  2.950  -1.804  2.154
H  0.855  -3.369  -0.583
H  -0.261  -2.981  0.665
C  -2.341  1.259  -1.386
C  -0.978  1.784  -0.795
O  -1.100  2.595  0.144
O  0.047  1.442  -1.427
H  -2.999  2.127  -1.327
H  -2.737  0.452  -0.758
H  -2.259  0.893  -2.410

- spin multiplicity = 2
- gap between HOMO and LUMO (alpha / beta) (eV) = 2.71 / 8.16
- net charge = -2
- ΔE to the lowest compared entry with this formula, charge and spin (kcal per mole) = 8.86
- highest occupied orbital energy (alpha / beta) (eV) = 3.97 / -1.56
- E_LUMO (alpha / beta) (Eh) = 0.24553 / 0.24241
- E_tot (Eh) = -347.490296

=====

- Which of these has the highest E_tot?
  C5H11O2

=====

- Which formula does entry 1 have?
  C18H32NO21S2

=====

- Which formula does entry 2 have?
  C5H11O2

=====

What did the first record say?
Here is a 7-piece molecular cluster, C18H32NO21S2 overall in a non-equilibrium geometry from OMol25. Energies are from the ωB97M-V functional and the def2-TZVPD basis.

Geometry (Å):
N  23.510  -35.203  3.256
O  24.146  -34.280  3.952
O  22.781  -35.963  3.899
O  23.250  -34.898  2.045
O  20.415  -32.419  6.109
S  20.995  -32.988  7.263
O  21.301  -32.049  8.336
O  19.879  -33.987  7.878
C  18.747  -33.388  8.522
C  17.534  -34.460  8.859
C  22.180  -34.100  6.809
H  18.260  -32.833  7.799
H  18.770  -32.771  9.352
H  16.721  -34.042  9.296
H  17.856  -35.051  9.683
H  17.312  -35.126  8.259
H  23.197  -33.729  6.302
H  21.780  -34.750  6.185
H  22.512  -34.887  7.471
O  26.011  -35.809  -2.425
S  24.720  -35.315  -2.957
O  23.558  -36.092  -2.931
O  24.480  -33.974  -2.028
C  25.130  -33.983  -0.721
C  24.724  -32.724  0.192
C  24.897  -34.514  -4.494
H  26.186  -33.702  -0.713
H  24.943  -34.810  -0.130
H  23.644  -32.516  0.097
H  25.391  -31.962  -0.241
H  25.008  -32.790  1.261
H  25.632  -33.922  -4.176
H  24.064  -33.767  -4.639
H  24.909  -35.284  -5.252
C  22.455  -31.553  3.217
C  23.474  -30.829  4.153
O  22.794  -29.537  4.215
C  21.710  -29.416  3.503
O  21.023  -28.388  3.517
O  21.510  -30.567  2.891
H  22.244  -32.278  3.816
H  22.879  -31.660  2.219
H  24.443  -30.707  3.697
H  23.352  -31.310  5.181
C  20.598  -33.721  0.362
C  21.215  -34.682  -0.573
O  20.424  -35.776  -0.352
C  19.384  -35.583  0.515
O  18.416  -36.297  0.780
O  19.510  -34.306  0.926
H  20.295  -32.666  0.005
H  21.323  -33.380  1.188
H  22.342  -34.864  -0.436
H  20.929  -34.531  -1.666
C  24.144  -37.654  0.523
C  25.417  -37.595  1.359
O  25.802  -38.996  1.439
C  24.966  -39.728  0.714
O  25.126  -40.920  0.597
O  23.917  -39.098  0.131
H  24.154  -37.221  -0.451
H  23.203  -37.346  1.099
H  25.054  -37.240  2.326
H  26.280  -36.811  0.942
C  26.875  -32.828  4.440
C  27.153  -34.413  4.408
O  28.334  -34.441  5.205
C  28.734  -33.294  5.507
O  29.647  -33.040  6.322
O  28.056  -32.295  5.143
H  25.835  -32.587  5.050
H  26.789  -32.491  3.510
H  27.405  -34.725  3.461
H  26.458  -34.853  4.931

- gap between HOMO and LUMO (eV) = 8.77
- net charge = -1
- ΔE to the lowest compared entry with this formula, charge and spin (kcal per mole) = 47.69
- highest occupied orbital energy (eV) = -7.18
- E_LUMO (Eh) = 0.05835
- E_tot (Eh) = -3135.931175